(i)
The following is a DFT calculation (wB97M-V/def2-TZVPD) of 2 unconnected molecules or ions with the total composition C3H3Cl3O.

Summary:
Highest occupied orbital energy: -9.2 eV

Last column: Mulliken charge in e.
Atoms and positions in Å:
C (0.921, -0.010, -0.336)  0.59
C (0.707, 1.189, 0.501)  -0.76
C (-0.922, -1.072, -0.249)  0.16
O (1.785, -0.458, -1.002)  -0.39
Cl (-1.704, -0.967, 1.336)  -0.18
Cl (-1.986, -0.297, -1.397)  -0.14
Cl (-0.714, -2.704, -0.730)  -0.13
H (1.521, 1.447, 1.001)  0.38
H (-0.078, 0.858, 1.150)  0.23
H (0.469, 2.015, -0.274)  0.26

(ii)
The following is a DFT calculation (wB97M-V/def2-TZVPD) of a single C3H3Cl3O molecule.

Summary:
Highest occupied orbital energy: -10.4 eV
SMILES: O=C[C@H](Cl)C(Cl)Cl

Last column: Mulliken charge in e.
Atoms and positions in Å:
O (-0.745, 0.172, 2.088)  -0.46
C (0.099, 0.734, 1.152)  -0.05
C (0.575, 0.042, -0.098)  -0.20
Cl (1.612, 1.141, -1.106)  -0.13
C (-0.597, -0.625, -0.839)  0.06
Cl (-1.201, -2.041, -0.046)  -0.11
Cl (-1.634, 0.803, -1.178)  -0.13
H (0.885, 1.528, 1.359)  0.31
H (1.232, -0.642, 0.400)  0.39
H (-0.225, -1.113, -1.732)  0.32

Of them, (i) has the highest stability.

(i)
The following is a DFT calculation (wB97M-V/def2-TZVPD) of a single C7H8N2O3 molecule.

Summary:
Highest occupied orbital energy: -9.7 eV
SMILES: N#C[C@H]1N(C=O)[C@@H]2C[C@@H]2C1(O)O

Last column: Mulliken charge in e.
Atoms and positions in Å:
N (-0.320, -0.810, -3.337)  -0.52
C (-0.353, -0.686, -2.197)  0.15
C (-0.420, -0.682, -0.761)  -0.42
N (0.821, -0.924, -0.125)  0.06
C (1.365, -2.147, 0.142)  0.11
O (1.087, -3.150, -0.466)  -0.51
C (1.234, 0.187, 0.670)  -0.47
C (0.434, 0.525, 1.870)  -0.64
C (0.288, 1.308, 0.588)  -0.70
C (-0.933, 0.816, -0.343)  1.05
O (-0.967, 1.663, -1.433)  -0.53
O (-2.171, 0.749, 0.218)  -0.55
H (-1.073, -1.373, -0.333)  0.50
H (2.242, -2.234, 0.927)  0.27
H (2.278, 0.370, 0.841)  0.49
H (0.860, 1.058, 2.732)  0.32
H (-0.256, -0.249, 2.020)  0.23
H (0.608, 2.294, 0.630)  0.50
H (-1.875, 1.908, -1.656)  0.32
H (-2.850, 1.378, 0.012)  0.35

(ii)
The following is a DFT calculation (wB97M-V/def2-TZVPD) of 2 unconnected molecules or ions with the total composition C7H8N2O3.

Summary:
Highest occupied orbital energy: -8.7 eV
SMILES: C/C=[N+](/[O-])O.N#Cc1ccco1

Last column: Mulliken charge in e.
Atoms and positions in Å:
C (0.139, -2.411, -1.575)  -1.08
C (-0.382, -0.945, -1.216)  -0.68
N (-0.010, 0.111, -1.855)  0.71
O (-0.255, 1.274, -1.501)  -0.71
O (1.037, -0.087, -2.706)  -0.45
H (0.965, -2.351, -2.164)  0.39
H (-0.718, -2.962, -2.063)  0.33
H (0.304, -2.989, -0.581)  0.24
H (-1.058, -0.824, -0.502)  0.80
H (1.374, 0.810, -2.868)  0.37
N (2.347, -0.683, 0.200)  -0.52
C (1.516, -0.028, 0.678)  0.32
C (0.482, 0.648, 1.351)  0.54
C (-0.572, 0.263, 2.180)  -0.53
C (-1.293, 1.410, 2.428)  -0.48
C (-0.622, 2.446, 1.782)  -0.21
O (0.450, 1.984, 1.119)  -0.25
H (-0.936, -0.812, 2.394)  0.33
H (-1.998, 1.541, 3.131)  0.54
H (-0.772, 3.603, 1.767)  0.34

Of them, (i) has the highest stability.

(i)
The following is a DFT calculation (wB97M-V/def2-TZVPD) of a molecular structure, C3H11NS.

Summary:
Highest occupied orbital energy (spin up / spin down): 0.4 / -3.6 eV
Charge: -1
2S+1: 2

Last column: Mulliken charge in e.
Atoms and positions in Å:
C (0.134, -1.340, 0.791)  -1.63
C (1.071, -0.137, 0.522)  -0.47
C (0.592, 1.201, 1.130)  -0.85
S (-0.991, 1.847, 0.503)  -0.66
H (0.438, -1.797, 1.739)  0.43
H (0.174, -2.124, -0.006)  0.46
H (-0.903, -0.996, 0.938)  0.36
H (2.028, -0.369, 1.046)  0.36
H (1.325, 0.062, -0.618)  0.45
H (1.330, 1.971, 0.936)  0.32
H (0.533, 1.046, 2.168)  0.34
N (-1.123, 0.081, -1.856)  -2.87
H (-0.850, 0.901, -1.014)  -0.14
H (-0.866, 0.404, -2.821)  1.19
H (-0.763, -0.874, -1.668)  0.75
H (-2.128, 0.124, -1.790)  0.96

(ii)
The following is a DFT calculation (wB97M-V/def2-TZVPD) of 2 unconnected molecules or ions with the total composition C3H11NS.

Summary:
Highest occupied orbital energy (spin up / spin down): 1.2 / -4.6 eV
Charge: -1
2S+1: 2

Last column: Mulliken charge in e.
Atoms and positions in Å:
C (3.541, 0.296, 0.405)  -1.90
S (1.876, 1.149, 0.093)  -0.61
H (4.292, 1.064, 0.182)  0.64
H (3.561, -0.559, -0.259)  0.65
H (3.581, 0.063, 1.465)  0.42
C (-1.720, -0.459, -1.350)  -1.02
C (-1.548, -0.615, 0.145)  -0.94
N (-1.713, 0.706, 0.820)  -0.61
H (-1.770, -1.451, -1.806)  0.37
H (-0.993, 0.142, -1.889)  0.33
H (-2.702, 0.011, -1.481)  0.27
H (-0.585, -1.018, 0.440)  0.61
H (-2.334, -1.272, 0.531)  0.38
H (-2.718, 0.876, 0.932)  0.23
H (-1.475, 0.555, 1.805)  0.27
H (0.708, 0.512, -0.034)  -0.08

Of them, (i) has the highest stability.

(i)
The following is a DFT calculation (wB97M-V/def2-TZVPD) of 10 unconnected molecules or ions with the total composition C6H35N2O9.

Summary:
Highest occupied orbital energy: -11.4 eV
Charge: +1

Last column: Mulliken charge in e.
Atoms and positions in Å:
N (0.180, -0.528, -1.457)  0.18
C (-0.350, -1.989, -1.260)  -0.13
C (0.436, -2.631, -0.103)  0.85
C (-0.038, -2.658, 1.391)  -1.34
C (0.835, -4.046, -0.579)  -1.49
C (-1.882, -2.028, -1.262)  -1.34
N (-2.617, -1.133, -0.372)  0.05
C (-3.949, -1.449, 0.096)  -1.02
H (-0.245, 0.280, -0.961)  0.16
H (-0.131, -0.311, -2.433)  0.45
H (1.181, -0.635, -1.489)  0.20
H (-0.013, -2.435, -2.217)  0.71
H (1.367, -2.051, -0.001)  0.04
H (-0.777, -3.511, 1.594)  0.32
H (-0.626, -1.790, 1.639)  0.03
H (0.845, -2.958, 1.918)  0.51
H (1.913, -4.224, -0.136)  0.37
H (0.978, -4.097, -1.652)  0.36
H (0.404, -4.941, -0.120)  0.39
H (-2.201, -1.942, -2.301)  0.47
H (-2.107, -3.084, -1.079)  0.39
H (-2.034, -0.700, 0.323)  0.10
H (-4.701, -1.073, -0.626)  0.27
H (-4.066, -2.487, 0.307)  0.35
H (-4.074, -0.868, 1.016)  0.34
H (1.066, 2.371, -1.672)  0.29
H (2.419, 2.748, -1.940)  0.31
O (1.975, 2.070, -1.398)  -0.59
H (-1.412, 2.139, -1.432)  0.23
H (-0.599, 2.378, -0.131)  0.17
O (-0.545, 1.992, -1.023)  -0.60
H (3.045, 0.237, 0.862)  0.29
H (2.448, 1.667, 0.703)  0.27
O (2.938, 1.076, 1.329)  -0.60
H (1.803, 3.938, 3.611)  0.28
H (1.365, 2.473, 3.373)  0.31
O (1.492, 3.340, 2.911)  -0.62
H (3.521, -0.234, -3.236)  0.31
H (2.691, 0.591, -2.212)  0.37
O (2.780, -0.284, -2.625)  -0.68
H (-0.994, 0.174, 2.271)  0.26
H (-0.945, 1.444, 1.617)  0.24
O (-0.697, 0.523, 1.418)  -0.46
H (-2.846, 2.905, -3.126)  0.30
H (-3.935, 3.267, -2.033)  0.28
O (-3.011, 3.064, -2.192)  -0.59
H (3.369, 1.046, 4.491)  0.32
H (2.705, 0.777, 3.224)  0.35
O (2.484, 1.114, 4.114)  -0.63
H (-0.042, 4.903, 0.696)  0.27
H (0.674, 3.620, 1.355)  0.38
O (-0.076, 3.951, 0.807)  -0.64

(ii)
The following is a DFT calculation (wB97M-V/def2-TZVPD) of 10 unconnected molecules or ions with the total composition C6H35N2O9.

Summary:
Highest occupied orbital energy: -12.0 eV
Charge: +1

Last column: Mulliken charge in e.
Atoms and positions in Å:
N (-0.289, 0.108, -2.312)  -0.19
C (-1.060, -1.170, -2.201)  -0.27
C (-0.258, -2.227, -1.422)  0.76
C (-0.001, -1.817, 0.020)  -1.45
C (-0.949, -3.578, -1.481)  -1.72
C (-2.422, -0.834, -1.561)  -1.13
N (-3.161, 0.031, -2.497)  -0.18
C (-4.534, -0.388, -2.719)  -1.04
H (-0.341, 0.726, -1.439)  0.40
H (-0.624, 0.694, -3.092)  0.42
H (0.701, -0.106, -2.438)  0.43
H (-1.265, -1.547, -3.199)  0.37
H (0.726, -2.262, -1.921)  0.38
H (-0.940, -1.776, 0.575)  0.31
H (0.485, -0.852, 0.123)  0.20
H (0.608, -2.579, 0.512)  0.48
H (-1.863, -3.602, -0.883)  0.35
H (-0.298, -4.364, -1.104)  0.45
H (-1.203, -3.845, -2.507)  0.43
H (-2.948, -1.778, -1.410)  0.45
H (-2.296, -0.355, -0.590)  0.36
H (-3.121, 0.987, -2.173)  0.28
H (-4.597, -1.420, -3.100)  0.34
H (-5.197, -0.330, -1.852)  0.33
H (-4.991, 0.192, -3.516)  0.33
H (0.248, 2.264, 0.355)  0.38
H (1.291, 1.650, -0.656)  0.35
O (0.393, 2.028, -0.595)  -0.76
H (-0.834, 3.458, 2.000)  0.31
H (0.627, 3.101, 2.423)  0.44
O (-0.206, 2.730, 2.006)  -0.86
H (3.171, -0.908, 2.702)  0.39
H (4.542, -1.580, 2.365)  0.31
O (3.961, -0.851, 2.096)  -0.74
H (4.037, 1.106, 3.258)  0.37
H (2.802, 0.776, 4.028)  0.45
O (3.465, 1.491, 3.915)  -0.79
H (4.450, -0.111, -0.823)  0.29
H (3.716, -0.559, 0.458)  0.43
O (3.576, -0.359, -0.494)  -0.62
H (-0.624, 1.195, 2.706)  0.45
H (-1.349, 0.504, 3.852)  0.29
O (-0.731, 0.311, 3.137)  -0.69
H (-1.802, 2.062, -4.711)  0.31
H (-0.743, 3.010, -4.097)  0.30
O (-0.969, 2.090, -4.212)  -0.66
H (1.595, -1.213, 4.635)  0.29
H (0.858, -0.338, 3.606)  0.39
O (1.766, -0.671, 3.873)  -0.74
H (2.581, 2.923, 3.364)  0.44
H (1.995, 4.274, 3.887)  0.32
O (2.021, 3.707, 3.106)  -0.74

Of them, (ii) has the highest stability.

(i)
The following is a DFT calculation (wB97M-V/def2-TZVPD) of a single C2HClF2S molecule.

Summary:
Highest occupied orbital energy (spin up / spin down): -9.9 / -9.9 eV
SMILES: FC(F)C(=S)Cl

Last column: Mulliken charge in e.
Atoms and positions in Å:
F (0.238, 0.843, -1.092)  -0.20
C (0.538, 0.521, 0.203)  0.25
F (0.639, 1.716, 0.959)  -0.24
C (1.831, -0.190, 0.131)  0.20
S (1.765, -1.778, -0.247)  -0.16
Cl (3.213, 0.825, 0.141)  -0.08
H (-0.425, -0.184, 0.558)  0.23

(ii)
The following is a DFT calculation (wB97M-V/def2-TZVPD) of a single C2HClF2S molecule.

Summary:
Highest occupied orbital energy: -9.7 eV
SMILES: FC(F)(Cl)C=S

Last column: Mulliken charge in e.
Atoms and positions in Å:
F (-1.564, 0.601, 1.151)  -0.20
C (-0.397, 0.109, 0.576)  0.65
F (0.377, -0.821, 1.295)  -0.20
Cl (0.793, 1.384, 0.660)  -0.12
C (-0.775, -0.334, -0.955)  -0.35
S (0.368, -1.278, -1.833)  -0.08
H (-1.646, 0.240, -1.632)  0.29

Of them, (i) has the highest stability.

(i)
The following is a DFT calculation (wB97M-V/def2-TZVPD) of a single C3H5P molecule.

Summary:
Highest occupied orbital energy: -9.2 eV
SMILES: C1=PCC1

Last column: Mulliken charge in e.
Atoms and positions in Å:
C (-0.702, -1.106, -0.025)  -0.19
P (-1.770, 0.177, -0.031)  -0.16
C (-0.091, 1.063, -0.063)  -0.50
C (0.658, -0.391, -0.024)  -0.54
H (-0.833, -2.159, 0.000)  0.38
H (-0.002, 1.870, 0.885)  0.25
H (0.057, 1.574, -0.945)  0.31
H (1.240, -0.566, 1.023)  0.19
H (1.443, -0.462, -0.819)  0.26

(ii)
The following is a DFT calculation (wB97M-V/def2-TZVPD) of 2 unconnected molecules or ions with the total composition C3H5P.

Summary:
Highest occupied orbital energy (spin up / spin down): -8.8 / -8.3 eV

Last column: Mulliken charge in e.
Atoms and positions in Å:
C (-1.714, -1.237, -0.523)  0.18
C (-1.486, -0.117, -0.059)  -0.49
C (1.790, 0.022, 0.402)  -1.01
P (-1.033, 1.332, 0.774)  -0.11
H (-1.806, -2.209, -0.963)  0.37
H (1.540, 0.631, -0.420)  0.33
H (1.274, -0.882, 0.429)  0.34
H (2.572, 0.422, 0.879)  0.34
H (-1.136, 2.038, -0.520)  0.05

Of them, (i) has the highest stability.